<P>
{"formula": "C18H21N3O3", "method": "the ωB97M-V functional and the def2-TZVPD basis", "symbols": ["C", "O", "C", "C", "C", "C", "C", "C", "N", "C", "C", "N", "C", "C", "C", "C", "N", "O", "C", "C", "C", "C", "C", "O", "H", "H", "H", "H", "H", "H", "H", "H", "H", "H", "H", "H", "H", "H", "H", "H", "H", "H", "H", "H", "H"], "positions_angstrom": [[-3.524, 3.542, 0.769], [-3.642, 2.704, -0.373], [-2.710, 1.698, -0.537], [-2.811, 0.999, -1.744], [-2.001, -0.069, -2.028], [-0.933, -0.386, -1.151], [-0.772, 0.319, 0.055], [-1.689, 1.313, 0.350], [0.309, 0.109, 0.915], [0.941, 1.256, 1.586], [2.411, 0.884, 1.997], [2.474, -0.319, 2.849], [2.194, -0.194, 4.285], [1.909, -1.466, 2.128], [0.461, -1.201, 1.594], [0.027, -2.358, 0.662], [0.568, -2.263, -0.727], [1.469, -3.112, -0.983], [0.049, -1.422, -1.606], [0.416, -1.422, -3.044], [0.635, -0.279, -3.720], [0.897, -0.598, -5.071], [0.824, -1.983, -5.151], [0.563, -2.492, -3.893], [-4.164, 4.417, 0.591], [-2.480, 3.899, 0.876], [-3.875, 2.987, 1.656], [-3.521, 1.301, -2.486], [-2.079, -0.612, -2.959], [-1.623, 1.828, 1.309], [0.365, 1.537, 2.466], [0.940, 2.105, 0.907], [2.855, 1.779, 2.482], [2.985, 0.719, 1.086], [2.602, -1.088, 4.785], [1.087, -0.193, 4.446], [2.620, 0.745, 4.686], [1.925, -2.351, 2.769], [2.523, -1.645, 1.256], [-0.217, -1.150, 2.468], [-1.069, -2.382, 0.571], [0.362, -3.307, 1.115], [0.678, 0.696, -3.256], [1.072, 0.072, -5.912], [0.953, -2.620, -6.016]], "lowdin_charge": [-0.08, -0.09, -0.24, -0.01, -0.01, -0.10, -0.19, 0.04, -0.06, -0.13, -0.15, -0.23, -0.09, -0.13, -0.22, -0.03, -0.19, -0.05, -0.06, -0.21, -0.05, -0.05, -0.07, 0.05, 0.09, 0.10, 0.10, 0.11, 0.12, 0.11, 0.11, 0.12, 0.12, 0.11, 0.08, 0.08, 0.09, 0.13, 0.12, 0.15, 0.14, 0.14, 0.13, 0.10, 0.12], "homo_ha": -0.2712, "smiles": "COc1ccc2c(c1)N1CCN(C)C[C@@H]1C[N+]([O-])=C2c1ccco1", "multiplicity": 1}



<Q>
{"formula": "C18H21N3O3", "method": "the ωB97M-V functional and the def2-TZVPD basis", "symbols": ["C", "O", "C", "N", "C", "N", "C", "C", "O", "C", "N", "C", "C", "C", "C", "C", "C", "C", "C", "C", "C", "C", "O", "C", "H", "H", "H", "H", "H", "H", "H", "H", "H", "H", "H", "H", "H", "H", "H", "H", "H", "H", "H", "H", "H"], "positions_angstrom": [[3.714, -1.809, -4.913], [3.323, -0.879, -3.917], [2.605, -1.364, -2.844], [2.436, -2.672, -2.666], [1.718, -3.086, -1.602], [1.148, -2.281, -0.724], [1.348, -0.969, -0.921], [2.107, -0.463, -1.928], [2.093, 0.926, -1.887], [1.343, 1.275, -0.777], [1.055, 2.513, -0.373], [0.416, 2.629, 0.829], [0.062, 4.071, 1.304], [-0.313, 5.047, 0.133], [1.287, 4.655, 2.014], [0.052, 1.487, 1.603], [0.277, 0.182, 1.091], [0.924, 0.149, -0.128], [-0.115, -1.097, 1.817], [-0.979, -0.762, 3.046], [-2.455, -0.653, 2.611], [-0.800, -1.893, 4.076], [-0.523, 0.414, 3.740], [-0.585, 1.639, 2.996], [4.268, -1.332, -5.732], [2.775, -2.285, -5.338], [4.419, -2.547, -4.534], [1.524, -4.156, -1.468], [-0.793, 4.091, 2.028], [-0.532, 6.032, 0.565], [-1.186, 4.662, -0.387], [0.502, 5.156, -0.550], [1.539, 4.049, 2.894], [2.153, 4.680, 1.326], [1.106, 5.678, 2.377], [0.864, -1.560, 2.086], [-0.676, -1.745, 1.147], [-2.779, -1.668, 2.267], [-3.122, -0.262, 3.403], [-2.560, 0.024, 1.743], [-0.979, -2.876, 3.600], [0.232, -1.838, 4.455], [-1.459, -1.783, 4.901], [-0.053, 2.391, 3.587], [-1.569, 2.045, 2.863]], "lowdin_charge": [-0.09, -0.05, -0.24, 0.16, -0.17, 0.14, -0.15, -0.09, 0.14, -0.23, 0.22, -0.15, -0.35, -0.07, -0.08, -0.04, -0.05, -0.06, -0.06, -0.56, -0.02, -0.02, -0.08, -0.13, 0.09, 0.11, 0.08, 0.12, 0.13, 0.08, 0.07, 0.06, 0.07, 0.09, 0.08, 0.15, 0.12, 0.10, 0.10, 0.09, 0.10, 0.09, 0.07, 0.12, 0.11], "homo_ha": -0.3332, "smiles": "COc1ncnc2c1oc1nc(C(C)C)c3c(c12)CC(C)(C)OC3", "multiplicity": 1}



<R>
{"formula": "C18H21N3O3", "method": "the ωB97M-V functional and the def2-TZVPD basis", "symbols": ["C", "C", "C", "C", "C", "C", "O", "C", "C", "O", "N", "C", "C", "C", "N", "C", "O", "C", "C", "C", "N", "C", "C", "C", "H", "H", "H", "H", "H", "H", "H", "H", "H", "H", "H", "H", "H", "H", "H", "H", "H", "H", "H", "H", "H"], "positions_angstrom": [[3.065, -4.801, 0.570], [1.891, -4.244, -0.175], [0.915, -5.097, -0.684], [-0.167, -4.587, -1.373], [-0.305, -3.222, -1.574], [0.668, -2.367, -1.078], [0.643, -0.997, -1.202], [-0.321, -0.418, -2.047], [-1.733, -0.346, -1.453], [-2.684, -0.009, -2.127], [-1.802, -0.642, -0.143], [-3.039, -0.638, 0.603], [-3.001, 0.321, 1.793], [-2.879, 1.792, 1.381], [-1.558, 2.125, 0.900], [-0.666, 2.804, 1.656], [-0.907, 3.205, 2.776], [0.653, 3.036, 0.986], [1.282, 4.269, 1.130], [2.509, 4.461, 0.516], [3.122, 3.527, -0.191], [2.536, 2.348, -0.306], [1.305, 2.046, 0.256], [1.757, -2.882, -0.378], [3.658, -5.437, -0.086], [3.700, -4.005, 0.949], [2.729, -5.410, 1.407], [1.008, -6.162, -0.536], [-0.923, -5.253, -1.761], [-1.167, -2.848, -2.104], [0.022, 0.607, -2.229], [-0.374, -0.926, -3.017], [-0.962, -0.917, 0.344], [-3.822, -0.344, -0.100], [-3.247, -1.653, 0.960], [-3.924, 0.195, 2.359], [-2.165, 0.067, 2.449], [-3.614, 2.026, 0.606], [-3.055, 2.427, 2.253], [-1.319, 1.859, -0.041], [0.811, 5.047, 1.711], [3.030, 5.406, 0.592], [3.078, 1.608, -0.880], [0.890, 1.056, 0.146], [2.495, -2.190, -0.002]], "lowdin_charge": [-0.05, -0.28, -0.06, -0.07, -0.02, -0.26, -0.08, -0.10, -0.51, 0.07, 0.08, -0.17, -0.15, -0.16, 0.07, -0.46, 0.08, -0.12, 0.00, -0.14, 0.06, -0.14, -0.01, 0.03, 0.08, 0.07, 0.08, 0.11, 0.11, 0.11, 0.14, 0.14, 0.14, 0.12, 0.12, 0.11, 0.12, 0.13, 0.12, 0.12, 0.12, 0.11, 0.11, 0.09, 0.12], "homo_ha": -0.3313, "smiles": "Cc1cccc(OCC(=O)NCCCNC(=O)c2ccncc2)c1", "multiplicity": 1}



Going by the computed energies, the most stable comes first: <R>, <Q>, <P>.



<P>
{"formula": "H4N3OPS", "method": "the ωB97M-V functional and the def2-TZVPD basis", "symbols": ["N", "N", "N", "O", "P", "S", "H", "H", "H", "H"], "positions_angstrom": [[-0.091, 0.537, 1.523], [0.085, 1.775, -0.649], [-1.693, 1.134, -2.578], [1.529, -1.388, 0.214], [-0.432, 0.743, -1.818], [0.555, 1.794, 0.788], [-0.004, 0.357, 2.499], [1.204, -1.076, 1.104], [1.201, -2.306, 0.109], [-2.376, 1.818, -2.304]], "lowdin_charge": [-0.34, -0.68, -0.32, -0.14, 0.66, 0.83, -0.02, 0.00, 0.05, -0.04], "homo_ha": -0.3484, "multiplicity": 1}



<Q>
{"formula": "H4N3OPS", "method": "the ωB97M-V functional and the def2-TZVPD basis", "symbols": ["N", "N", "N", "O", "P", "S", "H", "H", "H", "H"], "positions_angstrom": [[1.150, 0.593, -1.128], [-0.884, -0.502, -1.638], [-1.553, -1.246, 0.690], [0.469, 0.676, 1.657], [-0.329, -1.105, -0.151], [0.245, 0.186, -2.379], [1.857, 1.255, -1.277], [0.226, -0.350, 1.651], [1.143, 1.143, 1.698], [-2.323, -0.650, 0.877]], "lowdin_charge": [-0.39, -0.62, -0.27, -0.09, 0.67, 0.82, -0.03, 0.03, -0.12, -0.01], "homo_ha": [-0.3398, -0.3398], "multiplicity": 1}



Going by the computed energies, the most stable comes first: <P>, <Q>.



<P>
{"formula": "CHNO2S", "method": "the ωB97M-V functional and the def2-TZVPD basis", "symbols": ["C", "N", "O", "O", "S", "H"], "positions_angstrom": [[-2.216, 0.779, -0.094], [-1.697, 1.791, -0.163], [0.092, -0.520, 0.108], [-0.738, -1.532, -0.228], [-2.890, -0.794, 0.150], [0.486, -0.763, 0.911]], "lowdin_charge": [-0.72, 0.11, -0.06, -0.24, 0.83, 0.08], "homo_ha": [-0.3801, -0.3801], "multiplicity": 1}



<Q>
{"formula": "CHNO2S", "method": "the ωB97M-V functional and the def2-TZVPD basis", "symbols": ["O", "C", "N", "O", "S", "H"], "positions_angstrom": [[2.740, 0.329, 0.345], [1.664, 0.110, 0.012], [0.499, 0.318, -0.183], [-0.609, -0.125, -0.785], [-1.961, -0.869, 0.041], [-2.332, 0.238, 0.570]], "lowdin_charge": [0.18, -0.32, 0.02, -0.53, 0.83, -0.18], "homo_ha": -0.3714, "smiles": "O=C=NOS", "multiplicity": 1}



Going by the computed energies, the most stable comes first: <Q>, <P>.



<P>
{"formula": "C3H6O2P", "method": "the ωB97M-V functional and the def2-TZVPD basis", "symbols": ["C", "C", "C", "O", "O", "P", "H", "H", "H", "H", "H", "H"], "positions_angstrom": [[-1.749, 0.537, 2.732], [-0.768, -0.019, 2.302], [-0.184, -0.301, -1.684], [2.290, -1.043, -1.425], [1.194, -0.037, 0.700], [1.447, -0.039, -0.794], [-2.694, 1.022, 2.981], [-0.001, -0.877, -2.637], [0.171, -0.181, 1.882], [-0.901, -0.980, -1.117], [-0.580, 0.670, -1.800], [1.776, 1.247, -1.140]], "lowdin_charge": [-0.04, -0.03, -0.22, -0.44, -0.47, 0.27, -0.01, 0.03, -0.08, 0.04, -0.02, -0.01], "homo_ha": -0.1773, "total_charge": -1, "multiplicity": 1}



<Q>
{"formula": "C3H6O2P", "method": "the ωB97M-V functional and the def2-TZVPD basis", "symbols": ["C", "C", "P", "C", "O", "O", "H", "H", "H", "H", "H", "H"], "positions_angstrom": [[1.810, 0.875, 0.384], [0.584, 1.039, -0.041], [-0.281, -0.333, -0.911], [-1.381, -0.916, 0.450], [-1.166, 0.134, -2.021], [0.834, -1.495, -1.201], [2.367, 1.788, 0.653], [2.245, -0.122, 0.483], [0.005, 1.887, 0.218], [-0.949, -0.771, 1.496], [-2.149, -0.191, 0.192], [-1.919, -1.894, 0.298]], "lowdin_charge": [-0.09, -0.27, 0.34, -0.23, -0.44, -0.53, 0.04, 0.05, 0.04, 0.05, 0.00, 0.04], "homo_ha": -0.1532, "total_charge": -1, "smiles": "C=C[P@@](C)(=O)[O-]", "multiplicity": 1}



Going by the computed energies, the most stable comes first: <Q>, <P>.



<P>
{"formula": "C3H3F2N", "method": "the ωB97M-V functional and the def2-TZVPD basis", "symbols": ["F", "C", "C", "N", "C", "F", "H", "H", "H"], "positions_angstrom": [[-2.942, 0.319, -0.441], [-2.198, -0.268, 0.469], [-0.841, -0.082, 0.439], [0.374, 0.102, 0.108], [1.813, 0.190, -0.381], [2.600, 1.127, 0.302], [-2.762, -0.984, 1.053], [2.285, -0.709, -0.075], [1.671, 0.305, -1.475]], "lowdin_charge": [0.00, -0.22, -0.02, 0.11, -0.15, -0.04, 0.09, 0.10, 0.13], "homo_ha": -0.2988, "smiles": "FC=C=NCF", "multiplicity": 1}



<Q>
{"formula": "C3H3F2N", "method": "the ωB97M-V functional and the def2-TZVPD basis", "symbols": ["F", "C", "C", "N", "C", "F", "H", "H", "H"], "positions_angstrom": [[3.003, 0.699, 0.439], [2.104, -0.056, -0.334], [0.764, -0.178, -0.017], [-0.358, -0.617, 0.270], [-1.754, -0.098, 0.251], [-1.746, 1.332, 0.104], [2.345, -0.180, -1.423], [-2.246, -0.514, -0.508], [-2.111, -0.387, 1.217]], "lowdin_charge": [-0.06, -0.11, -0.05, 0.10, -0.12, -0.06, 0.11, 0.07, 0.11], "homo_ha": -0.3276, "smiles": "FC=C=NCF", "multiplicity": 1}



Going by the computed energies, the most stable comes first: <Q>, <P>.



<P>
{"formula": "CH7O5", "method": "the ωB97M-V functional and the def2-TZVPD basis", "symbols": ["O", "C", "O", "H", "H", "H", "O", "H", "H", "O", "H", "H", "O"], "positions_angstrom": [[-0.623, 1.211, 1.643], [0.185, 1.329, 0.629], [0.528, 0.541, -0.300], [0.845, 2.227, 0.726], [1.806, 0.049, -1.267], [2.649, -1.137, -1.800], [2.720, -0.172, -1.581], [-0.645, -0.671, -1.485], [-0.100, -1.641, -2.224], [-0.957, -1.374, -2.018], [-1.874, 0.088, 1.848], [-2.213, 0.101, 3.360], [-2.319, -0.550, 2.470]], "lowdin_charge": [-0.14, -0.49, -0.12, 0.10, -0.03, 0.03, -0.13, -0.03, -0.02, -0.03, -0.04, 0.11, -0.22], "homo_ha": -0.1981, "total_charge": -1, "multiplicity": 1}



<Q>
{"formula": "CH7O5", "method": "the ωB97M-V functional and the def2-TZVPD basis", "symbols": ["O", "C", "O", "H", "H", "H", "O", "H", "H", "O", "H", "H", "O"], "positions_angstrom": [[-0.022, 0.871, -0.301], [0.892, 0.584, 0.503], [1.253, -0.546, 0.882], [1.460, 1.464, 0.889], [1.999, -2.917, 2.216], [1.529, -1.501, 2.413], [1.822, -2.284, 2.926], [-2.000, -1.530, -0.186], [-1.236, -0.383, -0.815], [-1.980, -0.999, -0.986], [-2.396, 2.026, -2.588], [-0.964, 2.261, -2.315], [-1.662, 2.556, -2.923]], "lowdin_charge": [-0.12, -0.60, -0.10, 0.10, 0.02, -0.02, -0.12, 0.01, -0.02, -0.11, 0.03, 0.02, -0.08], "homo_ha": -0.1996, "total_charge": -1, "multiplicity": 1}



<R>
{"formula": "CH7O5", "method": "the ωB97M-V functional and the def2-TZVPD basis", "symbols": ["O", "C", "O", "H", "H", "H", "O", "H", "H", "O", "H", "H", "O"], "positions_angstrom": [[1.388, 0.805, -1.880], [1.999, -0.181, -1.404], [1.560, -1.119, -0.715], [3.065, -0.223, -1.718], [0.704, 1.434, 2.717], [1.274, 2.904, 2.797], [1.478, 1.947, 2.870], [-0.552, -0.647, -0.103], [-0.419, 0.244, -1.343], [-1.085, -0.195, -0.758], [-2.749, -1.072, -0.484], [-3.153, -2.252, 0.341], [-3.509, -1.646, -0.321]], "lowdin_charge": [-0.14, -0.65, -0.12, 0.08, 0.01, 0.05, -0.06, 0.01, 0.02, -0.10, -0.02, 0.02, -0.09], "homo_ha": -0.1719, "total_charge": -1, "multiplicity": 1}



<S>
{"formula": "CH7O5", "method": "the ωB97M-V functional and the def2-TZVPD basis", "symbols": ["O", "C", "O", "H", "H", "H", "O", "H", "H", "O", "H", "H", "O"], "positions_angstrom": [[0.699, 1.254, 1.773], [-0.247, 0.517, 1.470], [-0.284, -0.278, 0.492], [-1.163, 0.479, 2.104], [-3.065, -1.633, -0.352], [-1.939, -0.829, 0.277], [-2.902, -1.042, 0.390], [0.133, -0.725, -1.364], [1.331, -0.098, -1.878], [0.579, -0.617, -2.222], [1.824, 0.620, 0.279], [2.521, 1.654, -0.552], [2.513, 0.698, -0.418]], "lowdin_charge": [-0.08, -0.58, -0.13, 0.11, 0.01, -0.02, -0.12, -0.01, -0.01, -0.12, 0.00, 0.04, -0.09], "homo_ha": -0.2048, "total_charge": -1, "multiplicity": 1}



Going by the computed energies, the most stable comes first: <S>, <Q>, <R>, <P>.